A 2-piece molecular cluster, C3H6BrO2P overall. Source: OMol25; level of theory: the ωB97M-V functional and the def2-TZVPD basis.

charge	0
strongest force on any atom	4.83	eV/A
DFT total energy	-86631.139	eV
frontier orbital gap (alpha / beta)	8.1 / 5.1	eV
M	185.0	g mol⁻¹

Geometry (Å):
C -0.6061 -0.0667 -0.0122
C -1.0938 -2.3485 -0.3210
C 0.7676 2.4831 0.2796
O -1.3154 0.0516 0.9923
O -0.6313 -1.0769 -0.7749
P 0.0913 1.3514 -1.0309
Br 3.4210 -0.4874 0.0098
H -1.1570 -2.9230 -1.2646
H -2.0094 -2.2105 0.3839
H -0.3170 -2.9048 0.3686
H -0.0282 2.8108 0.9826
H 1.2124 3.1939 -0.3193
H 1.6659 2.1272 0.7061